1.
A molecular structure, C14H15AsBiN4O6S2 at a distorted geometry. Source: the OMol25 dataset; level of theory: ωB97M-V/def2-TZVPD.

Last column: natural (NBO) charge in e.
Atoms and positions in Å:
Bi 0.654200 -0.127700 -0.396700  1.88
C -2.533400 3.581500 -1.412100  -0.70
C -1.513500 2.695400 -0.773400  0.29
N -1.614200 1.441000 -0.575900  -0.29
N -2.681200 0.655400 -0.793200  -0.42
C -2.702500 -0.487800 -0.078100  0.33
N -3.772300 -1.266400 -0.107600  -0.73
S -1.371500 -0.952700 0.929500  -0.09
C -0.277000 3.253600 -0.207600  0.14
C -0.173200 4.615100 0.064400  -0.21
C 0.952000 5.094500 0.718600  -0.13
C 1.945500 4.198100 1.064100  -0.21
C 1.771300 2.856900 0.744600  0.08
N 0.692900 2.390700 0.139100  -0.49
H -3.210500 3.011600 -2.044600  0.23
H -2.050700 4.337700 -2.025800  0.26
H -3.130200 4.087500 -0.652400  0.26
H -3.529300 0.989100 -1.258200  0.39
H -4.626700 -1.030000 -0.589200  0.42
H -3.734600 -2.120000 0.429200  0.44
H -0.966400 5.290700 -0.206600  0.23
H 1.042900 6.144600 0.945200  0.24
H 2.842200 4.505700 1.574100  0.25
H 2.543900 2.145100 1.004500  0.26
O 1.493100 0.377000 3.533000  -1.00
As 2.720500 -0.218200 2.468100  2.47
O 3.959400 0.767000 2.671100  -1.13
O 2.150300 0.013400 0.859400  -1.26
C 3.243200 -2.086000 2.693700  -0.42
C 4.395900 -2.350300 3.423300  -0.17
C 4.855200 -3.657000 3.514900  -0.18
C 4.190000 -4.683000 2.859600  -0.18
C 3.033300 -4.414600 2.143000  -0.20
C 2.570200 -3.116000 2.075900  -0.25
S 0.969300 -2.784100 1.393500  2.41
O 0.180300 -3.971100 1.410700  -0.92
O 0.459700 -1.693000 2.232700  -1.04
O 1.125400 -2.265600 -0.027900  -1.05
H 0.776100 -0.259800 3.607800  0.51
H 4.908400 -1.523400 3.908100  0.26
H 5.738700 -3.879000 4.094100  0.23
H 4.566000 -5.692100 2.912300  0.23
H 2.461800 -5.190900 1.660400  0.25

Cartesian forces (eV/Å) of the 2 atoms listed first:
Bi -0.725 0.192 -1.408
C -0.120 -0.141 0.074

Kohn-Sham gap ... 8.188 eV
LUMO level ... -3.8 eV
E_HOMO ... -12.0110 eV
Charge ... +1
2S+1 ... 1

=====

2.
A molecular structure, C14H15AsCl4F5N2O3STl at a distorted geometry. Source: the OMol25 dataset; level of theory: ωB97M-V/def2-TZVPD.

Last column: natural (NBO) charge in e.
Atoms and positions in Å:
Tl 0.392987 1.702937 -1.027339  0.80
Cl 5.001487 -3.458363 1.902861  0.06
C 4.377587 -2.042663 1.166561  -0.09
C 5.281887 -1.072463 0.663661  -0.09
Cl 6.966087 -1.363863 0.769661  0.06
C 4.809787 0.086637 0.095961  -0.14
Cl 5.870787 1.287837 -0.500739  0.06
C 3.402387 0.360337 -0.013539  0.35
O 2.949087 1.373437 -0.565239  -0.64
C 2.448087 -0.667563 0.497661  0.33
O 1.219787 -0.476763 0.372261  -0.69
C 3.018887 -1.841163 1.073961  -0.10
Cl 1.956587 -3.029663 1.718461  0.01
S -1.653313 2.696537 1.173161  -0.29
C -2.922813 1.839537 0.532961  0.34
N -3.380313 1.917837 -0.729739  -0.58
C -4.344713 0.869437 -1.000439  -0.22
C -4.652913 0.311337 0.403861  -0.22
N -3.732013 1.043637 1.244461  -0.59
H -2.767713 2.232437 -1.462839  0.42
H -3.901513 0.107637 -1.648639  0.21
H -5.231613 1.282637 -1.485739  0.20
H -4.452913 -0.765563 0.469461  0.19
H -5.686513 0.508237 0.704161  0.20
H -3.539813 0.811837 2.202661  0.42
C -2.702513 -2.859163 -1.454739  -1.00
As -1.242613 -1.866163 -0.588639  2.00
C 0.287087 -2.493963 -1.619339  -0.98
C -1.261613 -2.497463 1.252761  -0.99
O -1.565313 -0.276963 -0.733039  -1.22
H -2.567913 -3.924063 -1.271239  0.23
H -2.664313 -2.668563 -2.529839  0.24
H -3.673313 -2.551163 -1.072439  0.23
H 0.011087 -3.414263 -2.131739  0.23
H 1.149187 -2.673363 -0.985639  0.26
H 0.525287 -1.715963 -2.346139  0.25
H -1.046413 -3.563363 1.278461  0.24
H -2.239013 -2.304863 1.698361  0.23
H -0.507513 -1.947463 1.808861  0.28
F 1.080987 4.160437 1.664461  -0.30
C 1.418487 4.016437 0.356861  0.64
F 0.626887 4.885837 -0.352839  -0.31
C 2.873387 4.400037 0.165861  0.87
F 3.235587 4.268937 -1.114339  -0.30
F 3.156187 5.677237 0.508061  -0.31
F 3.677087 3.633637 0.908761  -0.30

Cartesian forces (eV/Å) of the 2 atoms listed first:
Tl -0.190 -0.594 0.235
Cl 0.027 -0.090 0.025

Kohn-Sham gap (spin up / spin down) ... 5.406 / 6.884 eV
LUMO level (spin up / spin down) ... -2.0 / -1.4 eV
E_HOMO (spin up / spin down) ... -7.4032 / -8.3063 eV
2S+1 ... 1
Relative energy (zero: lowest compared OMol25 entry of this formula, charge and spin) ... 9.2 kcal/mol

=====

3.
A molecular structure, C14H15AuCl2NS2Si at a distorted geometry. Source: the OMol25 dataset; level of theory: ωB97M-V/def2-TZVPD.

Last column: natural (NBO) charge in e.
Atoms and positions in Å:
Au 2.920044 -1.396624 -0.116014  0.63
Cl 4.905566 0.896888 0.308024  0.07
C 4.151904 2.420549 0.090030  -0.05
C 4.971324 3.525433 0.008849  -0.21
C 4.406130 4.766323 -0.161476  -0.18
C 3.037533 4.893030 -0.254001  -0.15
C 2.189878 3.799606 -0.179119  -0.06
Cl 0.521808 4.243830 -0.346770  0.07
C 2.735708 2.506194 0.001159  -0.22
S 2.113523 0.833324 0.370485  0.40
H 6.045198 3.396860 0.082159  0.25
H 5.034227 5.644793 -0.225220  0.25
H 2.590318 5.868214 -0.390734  0.24
C -1.846902 -3.846864 1.466694  -1.14
Si -2.310591 -2.883610 -0.029115  1.65
C -4.133283 -2.606677 -0.036790  -1.14
C -1.822588 -3.688349 -1.609819  -1.13
C -1.531729 -1.125611 0.066486  -0.45
C -2.383015 -0.043393 0.101475  -0.10
C -1.897880 1.263862 0.198215  -0.24
C -0.563925 1.451175 0.249175  0.03
N 0.324840 0.411580 0.212362  -0.43
C -0.128913 -0.874850 0.120495  0.11
S 0.885758 -2.297252 0.062733  -0.18
H -2.490742 -4.732773 1.535712  0.26
H -1.987622 -3.256689 2.378319  0.25
H -0.809974 -4.193948 1.445610  0.25
H -4.633435 -3.581184 -0.088890  0.26
H -4.463777 -2.023008 -0.905293  0.24
H -4.487576 -2.104870 0.872775  0.24
H -2.464662 -4.561939 -1.783694  0.26
H -0.785772 -4.035576 -1.608101  0.25
H -1.949373 -3.003687 -2.454652  0.25
H -3.455186 -0.205568 0.051566  0.24
H -2.557335 2.121385 0.243855  0.25
H -0.129489 2.419428 0.323522  0.22

Cartesian forces (eV/Å) of the 2 atoms listed first:
Au 0.987 -0.432 -0.360
Cl 0.947 -0.591 0.208

Kohn-Sham gap ... 7.800 eV
LUMO level ... -4.0 eV
E_HOMO ... -11.8276 eV
Charge ... +1
2S+1 ... 1
Relative energy (zero: lowest compared OMol25 entry of this formula, charge and spin) ... 39.0 kcal/mol

=====

4.
A molecular structure, C14H15B3ClF16NO9 at a distorted geometry. Source: the OMol25 dataset; level of theory: ωB97M-V/def2-TZVPD.

Last column: natural (NBO) charge in e.
Atoms and positions in Å:
C -7.247337 3.500107 -0.621026  -0.73
C -7.005426 4.894773 -1.109103  0.81
O -7.901538 5.665821 -1.417054  -0.57
O -5.681963 5.234928 -1.185810  -0.55
C -5.365763 6.453601 -0.507535  -0.05
C -3.882367 6.440796 -0.244124  -0.79
B -3.526936 5.276111 0.722118  1.16
O -2.383098 4.515972 0.669575  -0.87
B -2.323043 3.671222 1.749866  1.04
Cl -2.007362 1.975675 1.473892  -0.16
O -2.560351 4.136844 3.008842  -0.86
B -3.636894 4.978606 2.962300  1.25
O -3.894558 5.832518 3.982232  -0.61
N -5.202742 6.521813 3.908750  0.44
O -6.077336 5.833604 4.206077  -0.19
O -4.380721 4.986035 1.798213  -0.91
H -7.711666 2.958112 -1.424821  0.25
H -6.329736 3.017680 -0.340438  0.23
H -7.949366 3.540888 0.192046  0.25
H -5.908263 6.535242 0.421643  0.18
H -5.611655 7.316106 -1.109873  0.19
H -3.663813 7.357436 0.289823  0.25
H -3.335079 6.414316 -1.170032  0.25
C 0.803714 -1.854120 3.273486  -0.13
C 2.012819 -2.695603 2.818969  0.60
C 2.785435 -2.262342 1.567335  0.52
F 2.022153 -2.279313 0.457904  -0.32
F 3.806682 -3.132003 1.372417  -0.33
F 1.659461 -3.992969 2.718141  -0.31
F 2.924168 -2.599471 3.827813  -0.33
O -0.515247 -2.279563 2.950967  -0.51
C -1.165525 -1.948782 1.785745  0.85
C -1.517100 -3.184001 0.946078  0.50
F -0.418575 -3.896720 0.640670  -0.32
F -2.094167 -2.769833 -0.205018  -0.32
F -0.496624 -1.025515 1.067398  -0.32
F -2.345274 -1.396958 2.143848  -0.32
H 0.825351 -1.936440 4.357861  0.23
H 0.945927 -0.798088 3.044922  0.21
H 3.202695 -1.260314 1.698385  0.14
H -2.213573 -3.820173 1.496160  0.15
C 4.953883 -3.878968 -1.740649  -0.14
C 6.315745 -3.167135 -1.636281  0.60
C 6.654832 -2.077714 -2.659943  0.52
F 6.690155 -2.555310 -3.917551  -0.32
F 7.880824 -1.582769 -2.366621  -0.32
F 7.308985 -4.077980 -1.585047  -0.31
F 6.300167 -2.518129 -0.435829  -0.33
O 4.889780 -5.154935 -2.367148  -0.51
C 4.732132 -5.332655 -3.718690  0.85
C 5.924269 -6.061771 -4.351935  0.50
F 7.073904 -5.398687 -4.136573  -0.32
F 5.719187 -6.142651 -5.687301  -0.32
F 4.447739 -4.184769 -4.363722  -0.32
F 3.672890 -6.155912 -3.886525  -0.32
H 4.684176 -4.097450 -0.710732  0.24
H 4.180875 -3.208964 -2.116891  0.21
H 5.927290 -1.262999 -2.603157  0.14
H 6.007859 -7.067196 -3.934050  0.15

Cartesian forces (eV/Å) of the 2 atoms listed first:
C 0.252 0.320 -0.499
C -1.272 1.257 -0.680

Kohn-Sham gap ... 9.665 eV
LUMO level ... -0.9 eV
E_HOMO ... -10.6092 eV
2S+1 ... 1